Below is a cluster of 11 separate species, C59H124F18N5O17 in total in a non-equilibrium geometry, with properties calculated with ωB97M-V with the def2-TZVPD basis set.

Computed properties:
* max |F|: 5.5 eV Å⁻¹
* total energy: -154347.280 eV
* molar mass: 1517.62 g mol⁻¹
* HOMO energy: -3.4192 eV
* total charge: -1

Last columns: bonded neighbours and bond lengths (Å).
CARTESIAN COORDINATES (ANGSTROEM)
1 C 7.371 0.089 0.181  C2 1.529, H8 1.090, H9 1.090, H10 1.090
2 C 7.353 -1.307 -0.442  C1 1.529, O3 1.237, N4 1.537
3 O 8.369 -1.829 -0.916  C2 1.237
4 N 5.968 -1.970 -0.382  C2 1.537, H5 1.010, H6 1.010, C7 1.570
5 H 5.662 -1.762 0.558  N4 1.010
6 H 5.378 -1.346 -0.913  N4 1.010
7 C 5.817 -3.445 -0.899  N4 1.570, H11 1.090, H12 1.090, H13 1.090
8 H 8.413 0.404 0.242  C1 1.090
9 H 7.025 -0.009 1.210  C1 1.090
10 H 6.749 0.833 -0.315  C1 1.090
11 H 6.026 -3.152 -1.928  C7 1.090
12 H 4.799 -3.830 -0.846  C7 1.090
13 H 6.645 -4.072 -0.570  C7 1.090
14 C -1.995 4.295 5.139  C15 1.496, H24 1.090, H25 1.090, H26 1.090
15 C -0.874 3.666 5.907  C14 1.496, N16 1.550, H27 1.090, H28 1.090
16 N -0.576 2.158 5.713  C15 1.550, C17 1.558, C18 1.525, C20 1.558
17 C 0.123 1.946 4.337  N16 1.558, H29 1.090, H30 1.090, H31 1.090
18 C 0.482 1.760 6.737  N16 1.525, C19 1.502, H32 1.090, H33 1.090
19 C 0.787 0.298 6.889  C18 1.502, H34 1.090, H35 1.090, H36 1.090
20 C -1.943 1.411 5.731  N16 1.558, C21 1.578, H37 1.090, H38 1.090
21 C -2.843 1.363 7.027  C20 1.578, O22 1.394, H39 1.090, H40 1.090
22 O -2.189 1.089 8.228  C21 1.394, C23 1.432
23 C -2.875 1.261 9.474  O22 1.432, H41 1.090, H42 1.090, H43 1.090
24 H -1.736 4.099 4.099  C14 1.090
25 H -1.946 5.383 5.155  C14 1.090
26 H -2.993 3.915 5.358  C14 1.090
27 H -1.083 3.916 6.947  C15 1.090
28 H 0.049 4.190 5.658  C15 1.090
29 H -0.452 2.307 3.485  C17 1.090
30 H 0.339 0.890 4.179  C17 1.090
31 H 1.035 2.541 4.280  C17 1.090
32 H 0.153 2.222 7.667  C18 1.090
33 H 1.433 2.212 6.456  C18 1.090
34 H 1.768 0.135 7.337  C19 1.090
35 H 0.784 -0.311 5.985  C19 1.090
36 H 0.124 -0.252 7.557  C19 1.090
37 H -1.592 0.383 5.637  C20 1.090
38 H -2.502 1.743 4.856  C20 1.090
39 H -3.442 0.477 6.819  C21 1.090
40 H -3.436 2.271 6.919  C21 1.090
41 H -3.932 1.142 9.240  C23 1.090
42 H -2.808 2.282 9.849  C23 1.090
43 H -2.515 0.496 10.161  C23 1.090
44 C 4.604 5.806 -4.294  C45 1.560, H54 1.090, H55 1.090, H56 1.090
45 C 5.805 5.744 -3.300  C44 1.560, N46 1.597, H57 1.090, H58 1.090
46 N 6.981 4.721 -3.649  C45 1.597, C47 1.499, C48 1.552, C50 1.538
47 C 7.766 5.294 -4.791  N46 1.499, H59 1.090, H60 1.090, H61 1.090
48 C 7.796 4.350 -2.382  N46 1.552, C49 1.529, H62 1.090, H63 1.090
49 C 8.861 3.252 -2.419  C48 1.529, H64 1.090, H65 1.090, H66 1.090
50 C 6.330 3.407 -4.110  N46 1.538, C51 1.556, H67 1.090, H68 1.090
51 C 5.435 2.687 -3.060  C50 1.556, O52 1.462, H69 1.090, H70 1.090
52 O 4.333 3.447 -2.473  C51 1.462, C53 1.428
53 C 3.290 2.624 -1.949  O52 1.428, H71 1.090, H72 1.090, H73 1.090
54 H 4.013 4.890 -4.307  C44 1.090
55 H 4.986 6.124 -5.264  C44 1.090
56 H 3.859 6.505 -3.915  C44 1.090
57 H 5.502 5.492 -2.284  C45 1.090
58 H 6.326 6.702 -3.318  C45 1.090
59 H 8.563 4.606 -5.076  C47 1.090
60 H 8.294 6.210 -4.527  C47 1.090
61 H 7.063 5.254 -5.623  C47 1.090
62 H 7.143 4.186 -1.526  C48 1.090
63 H 8.487 5.168 -2.177  C48 1.090
64 H 9.591 3.417 -3.211  C49 1.090
65 H 8.490 2.228 -2.375  C49 1.090
66 H 9.416 3.200 -1.483  C49 1.090
67 H 7.068 2.673 -4.436  C50 1.090
68 H 5.794 3.616 -5.036  C50 1.090
69 H 6.085 2.261 -2.296  C51 1.090
70 H 5.127 1.849 -3.686  C51 1.090
71 H 2.854 1.892 -2.629  C53 1.090
72 H 2.521 3.355 -1.698  C53 1.090
73 H 3.576 2.059 -1.062  C53 1.090
74 C -8.174 1.854 -0.008  C75 1.530, H84 1.090, H85 1.090, H86 1.090
75 C -6.813 1.222 -0.307  C74 1.530, N76 1.568, H87 1.090, H88 1.090
76 N -6.538 1.093 -1.846  C75 1.568, C77 1.569, C78 1.551, C80 1.554
77 C -5.145 0.380 -1.953  N76 1.569, H89 1.090, H90 1.090, H91 1.090
78 C -7.554 0.111 -2.486  N76 1.551, C79 1.473, H92 1.090, H93 1.090
79 C -7.320 -0.445 -3.830  C78 1.473, H94 1.090, H95 1.090, H96 1.090
80 C -6.635 2.377 -2.716  N76 1.554, C81 1.551, H97 1.090, H98 1.090
81 C -5.940 3.579 -2.024  C80 1.551, O82 1.454, H99 1.090, H100 1.090
82 O -4.539 3.280 -1.777  C81 1.454, C83 1.460
83 C -3.694 3.728 -2.881  O82 1.460, H101 1.090, H102 1.090, H103 1.090
84 H -9.019 1.325 -0.449  C74 1.090
85 H -8.238 2.860 -0.421  C74 1.090
86 H -8.405 2.079 1.033  C74 1.090
87 H -6.756 0.227 0.135  C75 1.090
88 H -5.953 1.716 0.147  C75 1.090
89 H -5.229 -0.388 -1.184  C77 1.090
90 H -4.380 0.957 -1.433  C77 1.090
91 H -5.004 0.036 -2.977  C77 1.090
92 H -8.527 0.601 -2.480  C78 1.090
93 H -7.493 -0.768 -1.845  C78 1.090
94 H -8.202 -1.047 -4.048  C79 1.090
95 H -6.584 -1.245 -3.904  C79 1.090
96 H -7.243 0.354 -4.567  C79 1.090
97 H -7.684 2.588 -2.923  C80 1.090
98 H -6.253 2.124 -3.705  C80 1.090
99 H -6.405 3.967 -1.117  C81 1.090
100 H -5.958 4.537 -2.544  C81 1.090
101 H -2.658 3.752 -2.543  C83 1.090
102 H -3.970 4.747 -3.152  C83 1.090
103 H -3.695 2.922 -3.615  C83 1.090
104 C -0.763 -0.508 -2.102  C105 1.517, H114 1.090, H115 1.090, H116 1.090
105 C -0.617 -1.078 -0.704  C104 1.517, N106 1.584, H117 1.090, H118 1.090
106 N 0.846 -1.552 -0.324  C105 1.584, C107 1.575, C108 1.538, C110 1.597
107 C 0.749 -2.163 1.124  N106 1.575, H119 1.090, H120 1.090, H121 1.090
108 C 1.254 -2.725 -1.231  N106 1.538, C109 1.544, H122 1.090, H123 1.090
109 C 0.225 -3.799 -1.644  C108 1.544, H124 1.090, H125 1.090, H126 1.090
110 C 1.867 -0.326 -0.236  N106 1.597, C111 1.461, H127 1.090, H128 1.090
111 C 1.465 0.806 0.594  C110 1.461, O112 1.396, H129 1.090, H130 1.090
112 O 0.721 1.755 -0.109  C111 1.396, C113 1.420
113 C -0.361 2.355 0.590  O112 1.420, H131 1.090, H132 1.090, H133 1.090
114 H -0.306 -1.047 -2.933  C104 1.090
115 H -0.252 0.453 -2.053  C104 1.090
116 H -1.805 -0.258 -2.303  C104 1.090
117 H -1.306 -1.909 -0.547  C105 1.090
118 H -0.858 -0.331 0.052  C105 1.090
119 H 1.795 -2.233 1.423  C107 1.090
120 H 0.130 -3.059 1.080  C107 1.090
121 H 0.320 -1.489 1.866  C107 1.090
122 H 2.057 -3.303 -0.773  C108 1.090
123 H 1.657 -2.267 -2.135  C108 1.090
124 H -0.407 -4.067 -0.798  C109 1.090
125 H 0.812 -4.673 -1.927  C109 1.090
126 H -0.349 -3.457 -2.505  C109 1.090
127 H 1.984 0.024 -1.262  C110 1.090
128 H 2.847 -0.785 -0.103  C110 1.090
129 H 2.419 1.305 0.767  C111 1.090
130 H 0.960 0.488 1.506  C111 1.090
131 H -0.023 3.066 1.343  C113 1.090
132 H -0.998 1.603 1.056  C113 1.090
133 H -0.949 2.898 -0.150  C113 1.090
134 C -1.019 6.612 1.457  O135 1.450, O136 1.415, C137 1.666, H148 1.090
135 O -2.407 6.291 1.725  C134 1.450, C141 1.491
136 O -0.225 6.051 2.484  C134 1.415
137 C -0.654 6.482 -0.163  C134 1.666, F138 1.340, F139 1.289, F140 1.380
138 F -0.313 5.251 -0.570  C137 1.340
139 F -1.576 6.845 -0.988  C137 1.289
140 F 0.376 7.388 -0.323  C137 1.380
141 C -2.959 4.958 1.351  O135 1.491, C142 1.561, H146 1.090, H147 1.090
142 C -4.392 4.801 1.950  C141 1.561, H143 1.090, H144 1.090, H145 1.090
143 H -5.087 5.463 1.435  C142 1.090
144 H -4.722 3.781 1.753  C142 1.090
145 H -4.315 5.039 3.011  C142 1.090
146 H -2.420 4.072 1.688  C141 1.090
147 H -3.119 4.960 0.273  C141 1.090
148 H -1.091 7.662 1.740  C134 1.090
149 C -0.888 -7.328 3.044  O150 1.482, O151 1.398, C152 1.604, H163 1.090
150 O -0.881 -8.704 3.596  C149 1.482, C156 1.426
151 O -1.461 -6.638 4.117  C149 1.398
152 C 0.564 -6.908 2.508  C149 1.604, F153 1.309, F154 1.340, F155 1.335
153 F 0.753 -5.613 2.474  C152 1.309
154 F 1.637 -7.422 3.124  C152 1.340
155 F 0.794 -7.237 1.235  C152 1.335
156 C -0.520 -9.700 2.642  O150 1.426, C157 1.591, H161 1.090, H162 1.090
157 C -0.804 -11.066 3.407  C156 1.591, H158 1.090, H159 1.090, H160 1.090
158 H -0.469 -10.995 4.442  C157 1.090
159 H -1.882 -11.165 3.535  C157 1.090
160 H -0.483 -11.953 2.861  C157 1.090
161 H 0.502 -9.650 2.267  C156 1.090
162 H -1.205 -9.710 1.794  C156 1.090
163 H -1.617 -7.345 2.234  C149 1.090
164 C 4.175 -1.098 -3.908  O165 1.402, O166 1.386, C167 1.564, H178 1.090
165 O 2.849 -0.680 -4.087  C164 1.402, C171 1.412
166 O 4.388 -0.844 -2.563  C164 1.386
167 C 4.286 -2.538 -4.507  C164 1.564, F168 1.349, F169 1.324, F170 1.252
168 F 3.421 -3.349 -3.862  C167 1.349
169 F 3.917 -2.577 -5.779  C167 1.324
170 F 5.432 -3.024 -4.369  C167 1.252
171 C 2.432 -0.114 -5.312  O165 1.412, C172 1.538, H176 1.090, H177 1.090
172 C 0.898 -0.070 -5.414  C171 1.538, H173 1.090, H174 1.090, H175 1.090
173 H 0.442 -0.213 -6.393  C172 1.090
174 H 0.460 -0.985 -5.015  C172 1.090
175 H 0.481 0.782 -4.876  C172 1.090
176 H 2.702 -0.631 -6.233  C171 1.090
177 H 2.710 0.934 -5.430  C171 1.090
178 H 4.773 -0.496 -4.592  C164 1.090
179 C 4.577 -2.563 2.825  O180 1.454, O181 1.395, C182 1.654, H193 1.090
180 O 4.096 -3.397 1.735  C179 1.454, C186 1.431
181 O 4.919 -1.360 2.208  C179 1.395
182 C 3.586 -2.695 4.143  C179 1.654, F183 1.322, F184 1.330, F185 1.255
183 F 4.013 -3.552 5.054  C182 1.322
184 F 3.406 -1.493 4.685  C182 1.330
185 F 2.462 -3.083 3.742  C182 1.255
186 C 4.288 -4.806 1.888  O180 1.431, C187 1.572, H191 1.090, H192 1.090
187 C 3.455 -5.612 0.825  C186 1.572, H188 1.090, H189 1.090, H190 1.090
188 H 3.945 -5.853 -0.118  C187 1.090
189 H 3.265 -6.606 1.229  C187 1.090
190 H 2.451 -5.239 0.624  C187 1.090
191 H 4.122 -5.289 2.852  C186 1.090
192 H 5.356 -4.976 1.754  C186 1.090
193 H 5.530 -3.070 2.972  C179 1.090
194 C -3.889 -2.175 -5.655  O195 1.410, O196 1.405, C197 1.565, H208 1.090
195 O -4.855 -2.313 -4.638  C194 1.410, C201 1.460
196 O -4.406 -2.893 -6.747  C194 1.405
197 C -3.476 -0.669 -5.757  C194 1.565, F198 1.280, F199 1.333, F200 1.309
198 F -3.071 -0.358 -6.931  C197 1.280
199 F -4.481 0.164 -5.492  C197 1.333
200 F -2.530 -0.313 -4.925  C197 1.309
201 C -4.594 -3.327 -3.620  O195 1.460, C202 1.570, H206 1.090, H207 1.090
202 C -5.806 -3.235 -2.626  C201 1.570, H203 1.090, H204 1.090, H205 1.090
203 H -5.774 -2.341 -2.003  C202 1.090
204 H -6.818 -3.063 -2.992  C202 1.090
205 H -5.873 -4.057 -1.914  C202 1.090
206 H -3.673 -3.277 -3.040  C201 1.090
207 H -4.754 -4.264 -4.153  C201 1.090
208 H -2.971 -2.736 -5.480  C194 1.090
209 C -3.373 -0.961 2.724  O210 1.424, O211 1.433, C212 1.635, H223 1.090
210 O -3.478 -1.833 1.602  C209 1.424, C216 1.398
211 O -1.994 -0.620 2.911  C209 1.433
212 C -4.314 0.331 2.379  C209 1.635, F213 1.358, F214 1.323, F215 1.316
213 F -3.921 0.911 1.216  C212 1.358
214 F -5.574 -0.058 2.272  C212 1.323
215 F -4.246 1.282 3.288  C212 1.316
216 C -3.684 -3.209 1.733  O210 1.398, C217 1.519, H221 1.090, H222 1.090
217 C -3.541 -3.771 0.329  C216 1.519, H218 1.090, H219 1.090, H220 1.090
218 H -4.051 -3.043 -0.302  C217 1.090
219 H -2.482 -3.683 0.085  C217 1.090
220 H -3.729 -4.792 -0.001  C217 1.090
221 H -4.707 -3.373 2.071  C216 1.090
222 H -2.989 -3.814 2.315  C216 1.090
223 H -3.889 -1.391 3.582  C209 1.090